108
Properties=species:S:1:pos:R:3:forces:R:3 method="wB97M-V/def2-TZVPD" gap_ev=9.42 total_charge=0 relative_energy_kcal_mol=36.6 homo_energy_ev=-9.10
C -3.63904 3.88351 -0.77609 0.2 2.0 0.4
C -2.34389 3.62507 0.00680 1.1 -1.1 0.8
C -2.36392 3.84187 1.53855 -1.2 0.5 -1.0
O -3.27231 2.88578 2.07337 0.5 1.0 0.5
C -3.43828 3.04391 3.47379 0.5 -1.1 0.1
N -1.95925 2.23270 -0.22276 -0.1 -0.6 -0.6
H -4.20275 3.00155 -1.06160 0.3 -0.1 0.0
H -3.40166 4.52258 -1.63004 0.1 -0.7 -0.5
H -4.30020 4.59340 -0.26806 -0.1 -0.4 0.6
H -1.47092 4.19692 -0.31844 -0.4 0.5 -0.4
H -2.73467 4.85930 1.71348 -0.1 0.1 0.3
H -1.36707 3.79458 1.98415 0.1 -0.4 0.0
H -4.21507 2.32336 3.72554 -0.3 0.5 0.3
H -3.59359 4.06432 3.82798 -0.6 0.1 -0.4
H -2.54814 2.71498 4.02353 0.2 -0.1 -0.2
H -0.98481 1.99649 -0.09458 0.0 0.4 0.5
H -2.48153 1.67217 0.43969 0.0 -0.3 -0.1
C 3.35117 2.84984 1.96136 0.4 -0.2 -1.0
C 3.21985 3.09419 3.45874 0.6 -0.2 -0.6
C 2.67548 4.52975 3.68430 -0.6 -2.4 0.9
O 1.32222 4.55492 3.20375 0.9 0.4 -1.1
C 1.11475 5.67885 2.36371 -1.1 0.7 1.0
N 2.47558 2.01485 4.12443 -0.8 0.5 -0.6
H 2.43938 2.59697 1.41504 -0.4 0.2 0.4
H 4.02389 2.01567 1.74225 0.1 -0.1 0.2
H 3.78752 3.70795 1.44397 0.0 0.1 0.0
H 4.24017 2.97363 3.83316 0.0 0.7 0.3
H 3.35584 5.21145 3.17879 -0.2 0.3 0.1
H 2.57981 4.68046 4.76139 0.5 0.4 0.0
H 1.51166 5.68753 1.34670 0.4 -0.6 0.1
H 1.46263 6.55966 2.91242 0.2 0.2 -0.3
H 0.03259 5.82150 2.31485 0.0 -0.2 -0.3
H 1.60142 1.97984 3.59983 -0.4 0.0 0.4
H 2.89333 1.13886 3.83131 0.4 -0.1 0.2
C -3.61932 -3.71526 -1.25682 -0.9 0.0 -0.1
C -2.42652 -4.56036 -1.59093 0.9 -0.3 -0.1
C -1.37866 -3.77028 -2.41975 -0.5 -0.7 -0.6
O -1.87189 -3.20426 -3.61480 -0.4 -0.2 -0.2
C -2.19476 -4.13089 -4.63978 -0.2 1.3 -1.3
N -1.86006 -5.02335 -0.30240 -0.1 0.6 -0.1
H -4.30024 -4.34120 -0.67689 0.2 0.3 0.5
H -4.25732 -3.38670 -2.07843 0.5 0.0 -0.4
H -3.29017 -2.81872 -0.72720 -0.2 0.0 0.3
H -2.76467 -5.46713 -2.09725 0.1 0.1 -0.4
H -0.56808 -4.40505 -2.79651 0.3 -0.2 0.9
H -1.01052 -2.93470 -1.82087 0.1 -0.1 0.1
H -1.49378 -4.93334 -4.88444 0.2 -0.2 0.9
H -2.13744 -3.52525 -5.54925 -0.2 0.1 0.0
H -3.22696 -4.48364 -4.63222 0.0 -0.3 0.6
H -1.84143 -4.19671 0.28801 0.1 -0.1 0.3
H -0.88951 -5.30978 -0.36757 0.0 -0.1 -0.3
C 3.30674 -1.94452 3.67598 0.0 -0.3 0.2
C 2.00907 -2.71079 3.85175 -1.2 0.2 0.5
C 0.80647 -1.73719 3.85215 0.7 -1.2 -1.2
O -0.37313 -2.51268 3.79470 -0.6 0.0 0.8
C -1.54601 -1.76406 3.94748 -1.5 0.6 0.9
N 1.91978 -3.76513 2.84015 0.1 0.7 -0.9
H 4.07483 -2.59732 4.08930 0.5 0.3 -0.4
H 3.33919 -0.97630 4.17276 -0.2 -0.1 0.4
H 3.46495 -1.71101 2.62108 0.2 -0.3 -0.1
H 1.97551 -3.22864 4.81428 0.2 0.2 0.2
H 0.81317 -1.22375 2.88651 0.4 0.9 0.3
H 0.90842 -1.11582 4.74377 -0.4 0.3 -0.1
H -2.14374 -1.53103 3.06055 0.6 -0.2 -0.6
H -1.45264 -0.81233 4.48072 0.8 0.1 -0.2
H -2.28913 -2.24228 4.59413 0.4 -0.8 0.0
H 0.94166 -3.96117 2.64620 -0.2 -0.2 0.5
H 2.16502 -3.26325 1.98860 0.2 -0.3 -0.3
C 2.18153 -4.72856 -2.10463 -0.2 -1.3 -0.7
C 1.76785 -6.00282 -2.83642 0.4 0.0 -1.4
O 2.45663 -7.15079 -2.38694 0.0 0.0 0.4
O 1.62256 -4.72034 -0.81329 -0.6 0.5 0.7
H 1.82097 -3.88698 -2.69596 0.0 0.3 0.4
H 3.26895 -4.71288 -2.00459 0.0 0.1 -0.4
H 2.01292 -5.91001 -3.89968 0.5 0.1 0.1
H 0.69471 -6.19630 -2.92866 -0.2 0.3 0.8
H 2.19253 -7.32129 -1.47724 0.0 -0.2 0.0
H 2.03999 -5.39282 -0.26793 0.2 0.1 0.1
C 1.84727 3.95660 -3.52705 0.2 1.8 0.4
C 1.61138 4.32015 -2.05827 -1.3 0.2 0.4
O 2.52241 5.26213 -1.47618 0.0 -0.9 -0.6
O 0.83929 3.10257 -4.01137 0.6 -0.3 0.2
H 2.89123 3.65067 -3.62846 -0.3 -1.1 -0.2
H 1.82558 4.87179 -4.13119 0.0 0.3 0.1
H 1.44383 3.40440 -1.48099 1.0 -0.2 0.2
H 0.61711 4.76200 -1.92429 -0.1 0.3 -0.5
H 3.25609 5.33362 -2.09569 0.2 0.1 0.2
H 0.04420 3.64406 -3.96714 -0.3 -0.4 -0.1
C -1.75383 0.28995 -4.95483 1.4 1.1 0.0
C -1.50722 0.37614 -3.43743 -1.2 0.1 -0.5
O -2.11761 1.58222 -2.96359 0.8 -0.1 -0.8
O -3.06539 0.54353 -5.35350 -0.9 -0.7 -0.1
H -1.34339 -0.63459 -5.36480 -0.7 -0.4 0.2
H -1.14072 1.03027 -5.48731 0.4 0.3 0.5
H -0.43179 0.29321 -3.26555 0.1 0.3 0.1
H -2.02457 -0.45207 -2.94601 0.2 -0.3 0.0
H -1.92799 1.71030 -2.01437 -0.3 0.0 0.3
H -3.35137 1.36457 -4.94141 0.1 0.0 0.2
C 1.26716 0.12623 0.21624 0.0 0.0 -0.3
C 0.93931 -1.15894 -0.55493 0.6 0.5 -0.3
O 0.73821 -2.26529 0.31507 0.2 0.6 0.2
O 0.07387 0.49940 0.88984 0.4 0.0 0.4
H 1.57472 0.95590 -0.42817 -0.6 -0.1 -0.6
H 2.14342 0.11753 0.87444 -0.2 -0.9 0.4
H 1.70748 -1.32255 -1.31533 0.1 -0.3 0.1
H 0.00187 -0.95367 -1.07808 0.0 0.1 -0.2
H 1.03202 -3.08750 -0.10186 0.0 -0.1 -0.1
H -0.33023 -0.34441 1.12320 -0.3 0.1 0.3